Below is a structure of composition C44H67GeN6O2PReS in a non-equilibrium geometry, with properties calculated with wB97M-V/def2-TZVPD.

Geometry (Å):
Re1 -0.595 0.773 0.657
Ge1 0.283 2.041 -2.703
S1 -2.159 2.084 1.894
P1 0.046 -2.620 0.505
O1 -1.782 0.761 2.586
O2 0.792 1.824 1.795
N1 -0.357 -3.574 1.757
N2 1.975 0.096 2.748
N3 -1.161 -2.186 -0.499
N4 2.316 2.346 3.335
N5 1.366 -3.152 -0.264
N6 0.425 -1.023 1.251
C1 -0.680 -3.868 4.642
C2 -3.591 -1.641 -0.331
C3 -3.842 -2.383 -1.635
C4 2.105 -2.186 -1.122
C5 -3.428 0.912 -5.429
C6 -0.667 5.854 -1.176
C7 4.497 0.653 -4.356
C8 -1.341 0.314 -4.413
C9 3.318 2.004 4.345
C10 -0.019 1.177 -0.926
C11 4.351 0.994 -3.018
C12 -3.345 2.167 -4.850
C13 -3.946 2.153 1.714
C14 1.691 -4.599 -0.483
C15 0.352 6.655 -1.674
C16 -2.421 -0.017 -5.214
C17 1.990 1.377 -3.370
C18 0.527 -4.479 2.521
C19 1.360 4.733 -2.701
C20 -2.261 2.492 -4.046
C21 -1.682 -3.418 2.396
C22 -1.250 1.566 -3.810
C23 2.622 -4.789 -1.675
C24 -1.775 3.434 3.025
C25 1.365 6.095 -2.432
C26 -1.971 3.031 4.475
C27 2.125 -2.532 -2.612
C28 0.343 3.921 -2.211
C29 -1.407 -2.861 -1.789
C30 -0.667 4.496 -1.444
C31 2.143 -4.036 -2.899
C32 -4.348 3.207 0.698
C33 3.400 0.677 -5.201
C34 -1.558 -2.926 3.832
C35 3.048 0.617 4.887
C36 2.054 3.768 3.163
C37 1.688 1.435 2.609
C38 2.153 1.038 -4.711
C39 0.671 -4.026 3.966
C40 -2.150 -1.126 -0.276
C41 -2.796 -3.469 -1.832
C42 2.976 -0.357 3.731
C43 3.104 1.355 -2.532
C44 1.861 -0.746 1.575
H1 3.120 -2.122 -0.729
H2 0.350 7.716 -1.476
H3 1.486 4.151 4.015
H4 -2.998 2.742 4.691
H5 0.075 -5.474 2.474
H6 2.783 -4.248 -3.753
H7 1.296 -2.045 -3.117
H8 -5.423 3.152 0.552
H9 -3.796 -1.680 -2.469
H10 -2.938 -3.967 -2.791
H11 -1.133 -1.913 3.854
H12 2.380 -1.685 1.789
H13 -4.223 1.144 1.402
H14 0.759 -5.152 -0.622
H15 -1.167 -4.843 4.712
H16 -2.557 -2.850 4.261
H17 3.248 2.759 5.130
H18 -1.735 3.894 5.096
H19 -3.758 -2.314 0.513
H20 1.210 -3.074 3.985
H21 -0.539 -0.400 -4.294
H22 -0.749 3.715 2.796
H23 2.193 -4.995 0.400
H24 -2.170 -4.397 2.378
H25 -2.015 -0.380 -1.082
H26 -3.866 3.038 -0.263
H27 1.639 -1.202 -1.009
H28 3.026 -2.066 -3.013
H29 -2.888 -4.231 -1.054
H30 -4.265 0.665 -6.067
H31 2.114 0.607 5.451
H32 4.315 2.078 3.902
H33 1.499 -4.525 2.043
H34 3.629 -4.472 -1.405
H35 -2.466 -0.984 -5.695
H36 1.153 -4.401 -3.178
H37 2.155 4.309 -3.302
H38 2.309 -0.277 0.689
H39 5.469 0.388 -4.743
H40 -4.350 2.340 2.708
H41 3.953 -0.448 3.246
H42 -2.302 -2.750 1.801
H43 5.213 1.003 -2.368
H44 -1.472 3.878 -1.056
H45 -1.312 2.210 4.748
H46 -0.563 -3.504 5.662
H47 -0.628 -3.588 -1.958
H48 -2.021 -0.662 0.716
H49 -1.320 -2.085 -2.552
H50 -4.844 -2.806 -1.627
H51 -0.019 -1.096 2.177
H52 1.311 1.075 -5.389
H53 -1.464 6.296 -0.595
H54 -4.116 4.213 1.038
H55 2.669 -1.349 4.070
H56 -4.115 2.900 -5.038
H57 1.518 3.944 2.232
H58 2.677 -5.861 -1.866
H59 3.846 0.321 5.564
H60 -2.200 3.485 -3.619
H61 -2.433 4.248 2.723
H62 3.006 1.655 -1.494
H63 3.012 4.286 3.123
H64 3.518 0.432 -6.245
H65 1.290 -4.750 4.494
H66 -4.277 -0.802 -0.221
H67 2.155 6.719 -2.823

Its HOMO energy is -15.36 eV. The HOMO-LUMO gap is 8.1 eV. As for the relative energy (zero: lowest compared OMol25 entry of this formula, charge and spin): 22.7 kcal per mole. Its LUMO energy is -7.3 eV. The total charge is +3.

---

Below is a structure of composition C44H67N7OSi3 in a non-equilibrium geometry, with properties calculated with wB97M-V/def2-TZVPD.

Geometry (Å):
Si1 1.712 -3.721 0.725
Si2 0.576 -1.391 -0.327
Si3 -0.357 4.600 -0.060
O1 1.920 -2.399 -0.307
N1 -4.725 -5.993 2.792
N2 0.939 0.182 -8.348
N3 6.856 -6.836 0.508
N4 6.167 0.334 2.116
N5 5.888 3.522 0.405
N6 -2.169 -2.334 2.524
N7 -4.935 -1.927 7.635
C1 0.676 -0.297 -1.854
C2 -0.400 2.874 0.701
C3 6.377 -1.532 3.280
C4 6.090 -6.629 -0.607
C5 1.107 1.402 -7.752
C6 -6.219 -0.142 7.873
C7 6.183 3.372 -0.924
C8 4.688 2.919 0.679
C9 -4.371 -2.524 2.631
C10 -5.396 -6.911 3.551
C11 5.813 -5.290 -0.681
C12 -0.084 1.656 -9.642
C13 -3.844 -2.546 3.951
C14 0.233 5.768 1.309
C15 -6.528 -1.069 8.906
C16 0.590 3.534 -2.516
C17 -4.267 4.294 -1.455
C18 -5.720 -2.159 8.732
C19 -0.721 1.521 -4.372
C20 -5.195 -6.026 1.510
C21 4.965 0.133 2.740
C22 -0.448 -0.538 -2.889
C23 -6.307 -7.540 2.744
C24 6.437 -4.665 0.433
C25 0.828 4.695 -1.512
C26 -0.163 4.000 -3.765
C27 -2.708 6.276 -0.263
C28 -1.134 2.992 -4.389
C29 -4.034 6.538 -0.594
C30 5.166 2.662 -1.502
C31 -2.482 -2.427 3.850
C32 0.214 0.328 -9.499
C33 -4.817 5.547 -1.186
C34 -2.943 4.045 -1.115
C35 -3.311 -2.394 1.774
C36 -1.293 0.698 -3.214
C37 4.215 2.374 -0.484
C38 -6.179 -6.977 1.445
C39 5.065 -1.021 3.472
C40 7.071 -5.645 1.148
C41 0.484 2.339 -8.532
C42 -5.233 -0.700 7.105
C43 7.032 -0.671 2.442
C44 -2.133 5.022 -0.507
H1 0.439 3.396 -8.330
H2 0.615 -0.570 0.909
H3 4.150 0.819 2.600
H4 -2.106 7.051 0.189
H5 -0.659 2.088 -0.002
H6 -0.646 2.091 -10.451
H7 0.028 2.754 -2.014
H8 4.286 -1.460 4.072
H9 -1.714 -2.400 4.604
H10 1.294 -0.687 -7.994
H11 5.229 -4.810 -1.448
H12 2.942 -4.521 0.677
H13 0.554 4.353 -4.502
H14 -5.849 5.729 -1.436
H15 6.420 -3.616 0.681
H16 -0.624 6.154 1.854
H17 0.833 6.570 0.891
H18 -4.248 -2.560 7.273
H19 -0.026 -0.522 -10.115
H20 -4.405 -2.637 4.867
H21 4.281 2.928 1.675
H22 0.677 5.641 -2.030
H23 -1.136 1.074 -5.274
H24 7.087 3.780 -1.341
H25 -5.407 -2.599 2.346
H26 0.515 -4.445 0.254
H27 -7.260 -0.947 9.687
H28 0.715 0.734 -1.510
H29 6.790 -2.431 3.706
H30 -5.170 -7.039 4.596
H31 -1.241 -2.235 2.154
H32 -2.287 0.357 -3.495
H33 -2.520 3.071 -1.322
H34 7.208 -7.725 0.810
H35 0.555 2.644 1.170
H36 -4.464 7.505 -0.389
H37 -1.419 1.299 -2.314
H38 0.835 5.208 2.020
H39 -0.754 4.872 -3.484
H40 -4.791 -5.372 0.757
H41 5.809 -7.448 -1.246
H42 7.653 -5.597 2.052
H43 -0.676 -2.187 -0.334
H44 -6.669 0.823 7.713
H45 5.107 2.379 -2.539
H46 -2.124 3.105 -3.956
H47 -4.719 -0.333 6.233
H48 -6.990 -8.315 3.050
H49 -4.005 -5.377 3.125
H50 1.838 4.678 -1.109
H51 6.378 1.098 1.499
H52 1.651 1.498 -6.828
H53 -4.869 3.529 -1.918
H54 0.017 -0.855 -3.820
H55 1.558 3.133 -2.802
H56 -1.084 -1.367 -2.589
H57 1.481 -3.147 2.074
H58 3.293 1.827 -0.594
H59 0.356 1.392 -4.458
H60 -1.237 3.278 -5.435
H61 8.033 -0.693 2.046
H62 -6.744 -7.239 0.567
H63 6.462 3.998 1.076
H64 1.633 -0.520 -2.319
H65 -3.271 -2.340 0.699
H66 -1.141 2.888 1.496
H67 -5.635 -3.074 9.291

Its HOMO energy is -8.06 eV. The HOMO-LUMO gap is 8.5 eV. Its LUMO energy is 0.5 eV. The total charge is 0.

---

Below is a structure of composition C44H68BN8OS2Ti, with properties calculated with wB97M-V/def2-TZVPD.

Geometry (Å):
Ti1 0.192 -0.525 0.256
S1 -1.621 0.262 -2.558
S2 1.747 -1.957 1.859
O1 -1.418 -0.172 -1.097
N1 0.694 0.779 2.166
N2 3.142 1.262 1.296
N3 1.373 0.581 -1.099
N4 -0.639 0.670 1.768
N5 1.091 1.621 -0.214
N6 0.536 -2.274 -0.950
N7 -1.122 -2.196 1.168
N8 3.631 0.076 0.802
C1 0.606 4.083 -0.279
C2 -0.613 -3.205 -1.019
C3 1.869 -2.899 -0.712
C4 -2.507 1.824 -2.621
C5 1.405 1.204 -4.804
C6 5.350 -1.829 -0.569
C7 0.530 -2.702 2.980
C8 -4.634 3.480 0.011
C9 2.081 -3.336 0.721
C10 1.146 2.499 -2.239
C11 -5.033 -1.660 -3.659
C12 1.445 1.124 -2.318
C13 -4.007 -1.388 -2.758
C14 -1.379 0.688 2.884
C15 4.169 2.027 1.791
C16 -1.174 -3.445 0.367
C17 -3.228 2.248 3.032
C18 -0.535 0.777 4.001
C19 -5.886 2.936 -0.236
C20 -4.235 -1.566 -1.399
C21 2.033 0.980 4.264
C22 1.942 0.453 -3.582
C23 -3.442 0.020 4.138
C24 -3.542 3.069 -0.740
C25 5.834 -2.016 1.876
C26 -2.685 -0.952 -3.339
C27 -6.500 -2.248 -1.849
C28 -2.888 0.751 2.911
C29 4.056 3.383 2.419
C30 -3.524 0.187 1.644
C31 -6.272 -2.090 -3.208
C32 5.323 1.311 1.624
C33 0.921 2.776 -0.919
C34 -0.946 -2.507 2.600
C35 5.835 -1.066 0.669
C36 -3.695 2.129 -1.754
C37 0.753 0.818 3.519
C38 1.585 -1.023 -3.721
C39 4.937 0.108 0.996
C40 -5.478 -1.985 -0.948
C41 -4.958 1.603 -2.009
C42 7.262 -0.570 0.424
C43 -6.045 1.996 -1.247
C44 3.478 0.590 -3.537
B1 1.687 1.665 1.241
H1 1.807 2.214 -4.866
H2 -2.783 2.677 3.930
H3 -0.156 3.977 0.493
H4 -2.565 3.505 -0.556
H5 2.130 -1.640 -3.007
H6 1.491 4.514 0.189
H7 0.618 -1.840 -1.867
H8 6.261 -1.533 2.756
H9 -4.868 -1.528 -4.722
H10 -4.557 0.529 1.560
H11 1.878 -1.372 -4.710
H12 -2.008 -1.705 1.058
H13 -1.699 2.533 -2.427
H14 -2.196 -3.822 0.302
H15 3.120 -3.638 0.849
H16 0.504 -1.199 -3.644
H17 6.170 -2.401 -1.004
H18 0.714 -2.241 3.950
H19 4.799 4.049 1.982
H20 4.569 -2.542 -0.315
H21 7.908 -1.415 0.181
H22 -6.741 3.260 0.342
H23 2.610 -2.136 -0.954
H24 7.302 0.139 -0.405
H25 -0.825 0.815 5.037
H26 4.815 -2.325 2.128
H27 0.799 -3.753 3.083
H28 -7.024 1.587 -1.461
H29 -2.825 -0.528 -4.338
H30 6.426 -2.908 1.659
H31 3.926 0.065 -4.382
H32 -0.316 -4.144 -1.493
H33 -5.108 0.905 -2.823
H34 -7.468 -2.575 -1.495
H35 -2.732 1.887 -3.693
H36 6.312 1.630 1.905
H37 0.254 4.781 -1.038
H38 1.706 0.682 -5.713
H39 1.939 0.536 5.254
H40 -2.006 -1.801 -3.475
H41 3.877 0.175 -2.610
H42 3.773 1.638 -3.591
H43 3.082 3.844 2.299
H44 -3.005 0.508 0.741
H45 -1.374 -2.739 -1.643
H46 1.571 2.780 1.632
H47 1.459 -4.184 1.001
H48 -3.059 0.431 5.071
H49 -1.364 -1.688 3.180
H50 -0.593 -4.200 0.894
H51 -4.527 0.127 4.160
H52 2.007 -3.747 -1.390
H53 0.315 1.269 -4.798
H54 -1.513 -3.406 2.857
H55 -5.656 -2.094 0.115
H56 2.870 0.518 3.744
H57 -3.218 -1.048 4.114
H58 -7.060 -2.294 -3.920
H59 -3.567 -0.907 1.681
H60 -3.455 -1.330 -0.692
H61 -2.861 2.801 2.167
H62 4.967 -1.156 -1.337
H63 -4.510 4.232 0.778
H64 1.116 3.209 -3.048
H65 -4.310 2.372 3.089
H66 4.270 3.324 3.488
H67 2.258 2.040 4.398
H68 7.677 -0.085 1.308

The spin multiplicity is 2. Its HOMO energy (alpha / beta) is -12.88 / -12.88 eV. The HOMO-LUMO gap (alpha / beta) is 7.8 / 8.1 eV. As for the relative energy (zero: lowest compared OMol25 entry of this formula, charge and spin): 0.0 kcal per mole. Its LUMO energy (alpha / beta) is -5.0 / -4.8 eV. The total charge is +2.